# 1
Formula: C21H24FN3O3
Source: OMol25
Level of theory: wB97M-V/def2-TZVPD

Kohn-Sham gap   0.3157 hartree
Largest force on an atom   0.372 Eh/bohr
E_tot   -35479.676 eV
LUMO   0.28 eV
ΔE to the lowest compared entry with this formula, charge and spin   442.11 kcal/mol
2S+1   1
Total charge   0

Cartesian coordinates (Å):
1 C -2.331 4.090 -4.381
2 C -1.708 3.055 -3.594
3 O -1.847 3.265 -2.292
4 C -0.745 3.965 -1.575
5 O -0.625 5.319 -1.980
6 C 0.113 6.146 -1.397
7 C 1.496 5.726 -1.455
8 H 1.865 5.398 -2.766
9 H 1.898 4.838 -1.053
10 H 2.229 6.631 -1.409
11 H -0.207 6.223 -0.572
12 H -0.026 6.912 -2.167
13 C -0.787 3.866 0.036
14 N -0.947 2.376 0.296
15 C 0.441 1.837 0.666
16 O 1.223 2.494 1.054
17 C 0.333 0.479 1.004
18 C -0.456 -0.447 0.110
19 C -0.365 -1.778 0.064
20 N -1.070 -2.880 -0.432
21 C -0.484 -3.988 0.092
22 N 0.102 -3.850 1.247
23 C 0.310 -2.400 1.227
24 C 0.995 -1.598 2.194
25 C 1.228 -0.280 1.646
26 H 1.653 0.567 2.446
27 H 1.864 -1.852 3.041
28 C 0.741 -4.705 1.926
29 C 0.567 -4.513 3.566
30 C 1.117 -5.352 4.364
31 C 1.831 -6.573 3.754
32 C 2.118 -6.732 2.473
33 C 1.438 -5.768 1.576
34 H 1.703 -5.876 0.645
35 H 2.554 -7.566 2.197
36 H 2.102 -7.287 4.423
37 F 1.149 -5.219 5.539
38 H -0.141 -3.601 3.949
39 C -1.049 -5.327 -0.317
40 H -2.092 -5.351 -0.820
41 H -1.243 -5.823 0.665
42 H -0.520 -5.874 -0.864
43 H -0.976 -0.120 -0.727
44 H -1.565 1.813 0.186
45 H -1.900 4.043 0.193
46 H -0.161 4.481 0.464
47 H 0.206 3.582 -1.771
48 H -2.249 2.183 -3.623
49 H -0.598 2.696 -3.918
50 H -2.223 3.621 -5.417
51 H -1.686 4.953 -4.292
52 H -3.274 4.203 -4.224



# 2
Formula: C29H49B3F3N6O7
Source: OMol25
Level of theory: wB97M-V/def2-TZVPD

Kohn-Sham gap   0.2349 hartree
Largest force on an atom   0.047 Eh/bohr
E_tot   -64325.106 eV
LUMO   2.17 eV
2S+1   1
Total charge   -1

Cartesian coordinates (Å):
1 C 3.166 0.859 1.309
2 C 1.649 0.833 1.038
3 B 1.291 0.059 -0.307
4 O 2.348 -0.607 -0.945
5 C -0.129 -0.135 -1.003
6 C 0.070 0.004 -2.534
7 C 0.357 -1.322 -3.220
8 C -0.256 -1.466 -4.575
9 O -1.130 -0.762 -5.006
10 N 0.225 -2.515 -5.415
11 C 0.681 -3.688 -4.687
12 C -0.269 -4.545 -4.125
13 C 0.118 -5.656 -3.383
14 C 1.478 -5.895 -3.195
15 C 2.425 -5.051 -3.773
16 C 2.034 -3.942 -4.517
17 O -0.403 -1.464 -0.582
18 B -1.229 -1.473 0.654
19 C -0.277 -1.944 1.943
20 O -0.558 -1.246 3.198
21 N 0.557 -1.377 4.023
22 O 0.680 -2.453 4.486
23 B -2.630 -2.488 0.691
24 O -3.750 -2.009 1.406
25 N -2.764 -3.832 0.133
26 C -4.168 -4.250 -0.074
27 C -2.055 -3.999 -1.137
28 O -1.713 -0.053 0.705
29 C -1.358 0.660 -0.474
30 C -1.109 2.094 0.022
31 C -2.307 3.039 0.182
32 C -1.865 4.495 -0.146
33 C -1.933 4.660 -1.657
34 N -3.313 4.885 -2.113
35 C -2.612 0.492 -1.357
36 F -2.702 1.456 -2.318
37 F -3.756 0.558 -0.663
38 F -2.641 -0.682 -2.013
39 H 3.600 -0.136 1.312
40 H 3.673 1.502 0.595
41 H 3.347 1.297 2.294
42 H 1.334 1.871 0.985
43 H 1.162 0.314 1.864
44 H 2.236 -1.552 -0.780
45 H -0.752 0.503 -3.035
46 H 0.925 0.660 -2.698
47 H 0.116 -2.176 -2.591
48 H 1.437 -1.398 -3.374
49 H -0.596 -2.784 -5.946
50 H -1.325 -4.339 -4.244
51 H -0.631 -6.304 -2.960
52 H 1.778 -6.741 -2.595
53 H 3.464 -5.281 -3.592
54 H 2.772 -3.278 -4.941
55 H -0.428 -3.014 2.104
56 H 0.786 -1.849 1.679
57 H -4.431 -1.683 0.811
58 H -4.214 -5.101 -0.749
59 H -4.712 -3.449 -0.591
60 H -4.672 -4.447 0.864
61 H -0.990 -3.845 -0.993
62 H -2.165 -5.029 -1.490
63 H -2.420 -3.349 -1.938
64 H -0.670 1.967 0.999
65 H -0.346 2.548 -0.618
66 H -3.156 2.820 -0.455
67 H -2.633 2.996 1.219
68 H -0.820 4.596 0.114
69 H -2.505 5.225 0.348
70 H -1.519 3.775 -2.142
71 H -1.322 5.508 -1.970
72 H -3.496 4.446 -3.002
73 H -3.980 4.550 -1.433
74 C -2.069 8.864 1.751
75 C -0.883 8.654 2.687
76 C 0.436 8.441 1.935
77 C 0.363 7.257 1.079
78 N 0.305 6.322 0.423
79 H -2.240 7.990 1.123
80 H -2.980 9.040 2.323
81 H -1.907 9.726 1.100
82 H -1.078 7.792 3.329
83 H -0.777 9.522 3.341
84 H 1.259 8.308 2.637
85 H 0.663 9.307 1.311
86 C 5.654 -4.436 4.988
87 C 5.051 -3.040 5.109
88 C 3.858 -2.821 4.173
89 C 4.261 -2.980 2.774
90 N 4.596 -3.102 1.687
91 H 6.048 -4.612 3.986
92 H 6.478 -4.560 5.691
93 H 4.909 -5.204 5.202
94 H 5.822 -2.296 4.898
95 H 4.721 -2.877 6.136
96 H 3.449 -1.820 4.303
97 H 3.063 -3.534 4.390



# 3
Formula: C6H12GaOP
Source: OMol25
Level of theory: wB97M-V/def2-TZVPD

Kohn-Sham gap   0.1517 hartree
Largest force on an atom   0.094 Eh/bohr
E_tot   -70121.550 eV
LUMO   -1.65 eV
ΔE to the lowest compared entry with this formula, charge and spin   27.85 kcal/mol
2S+1   1
Total charge   0

Cartesian coordinates (Å):
1 C 2.032 -0.234 0.046
2 C 2.081 -0.706 1.406
3 C 1.738 -2.076 1.370
4 C 1.342 -2.422 0.054
5 C 1.503 -1.249 -0.772
6 Ga -0.416 0.925 -1.633
7 P -0.926 3.144 -1.696
8 H 2.374 0.714 -0.381
9 H 2.235 -0.054 2.241
10 H 1.575 -2.719 2.272
11 H 1.362 -1.152 -1.882
12 H 0.864 -3.296 -0.326
13 H -0.810 2.837 -3.195
14 H 0.232 3.861 -1.000
15 H -2.242 2.981 -1.028
16 C -2.046 0.292 1.673
17 O -1.740 -0.020 0.325
18 H -1.342 -0.166 2.381
19 H -3.082 0.013 1.894
20 H -2.015 1.373 1.803
21 H -2.429 -0.610 -0.022



# 4
Formula: H2N2O3S
Source: OMol25
Level of theory: wB97M-V/def2-TZVPD

Kohn-Sham gap (spin up / spin down)   0.2569 / 0.2965 hartree
Largest force on an atom   0.109 Eh/bohr
E_tot   -19982.992 eV
LUMO (spin up / spin down)   -1.21 / -2.01 eV
ΔE to the lowest compared entry with this formula, charge and spin   64.36 kcal/mol
2S+1   3
Total charge   0

Cartesian coordinates (Å):
1 N -0.248 1.171 -0.982
2 N -0.271 -1.139 -0.889
3 O 0.854 -0.370 1.164
4 O 0.011 1.769 1.798
5 O -0.847 0.173 -1.185
6 S 1.039 1.104 1.044
7 H -1.062 -1.729 -0.918
8 H 0.525 -0.979 -0.030



> Number 2 is which compound?

C29H49B3F3N6O7



> The highest E_tot belongs to which entry?

H2N2O3S



> Number 3 is which compound?

C6H12GaOP